Entry a
Molecular formula: CH3N2O
Method: DFT, wB97M-V/def2-TZVPD

```
! RIJCOSX wB97M-V def2-TZVPD def2/J DEFGRID3
* xyz 1 1
C 0.856 -0.238 -0.303
N -0.677 1.292 1.087
N 0.613 -1.233 -0.977
O -1.825 1.519 1.250
H -0.097 2.076 1.634
H 1.327 -1.699 -1.539
H -0.197 -1.718 -1.151
*
```

Results
* LUMO level (spin up / spin down): -7.321 / -7.322 eV
* orbital gap (spin up / spin down): 6.9015 / 6.9002 eV
* HOMO level (spin up / spin down): -14.2229 / -14.2222 eV



Entry b
Molecular formula: CH3N2O
Method: DFT, wB97M-V/def2-TZVPD

```
! RIJCOSX wB97M-V def2-TZVPD def2/J DEFGRID3
* xyz 1 1
O 1.862 1.695 0.963
N 0.995 1.103 0.409
C 0.366 -0.352 0.141
N -0.174 1.015 -0.004
H -0.104 -0.845 1.098
H 0.685 -1.065 -0.689
H -0.828 1.851 -0.163
*
```

Results
* LUMO level: -6.390 eV
* SMILES: O=[N+]1CN1
* orbital gap: 10.9906 eV
* HOMO level: -17.3804 eV



Top of the stability list: entry b, leading by 12.8 kcal/mol.



Entry a
Molecular formula: C4H12N2O
Method: DFT, wB97M-V/def2-TZVPD

```
! RIJCOSX wB97M-V def2-TZVPD def2/J DEFGRID3
* xyz 1 2
C 0.480 1.612 -0.344
C 0.050 0.255 -0.894
C -1.125 -0.352 -0.203
C -0.906 -1.459 0.630
N -2.320 0.081 -0.550
N 0.777 1.561 1.080
H -0.269 2.357 -0.643
H 1.386 1.879 -0.876
H -0.131 0.390 -1.961
H 0.900 -0.429 -0.903
H -1.694 -1.869 1.265
H -0.027 -2.094 0.552
H -2.335 0.785 -1.278
H -3.116 0.038 0.076
H 0.054 1.038 1.561
H 0.809 2.480 1.504
H 3.064 -1.534 -0.560
H 2.455 -0.913 0.692
O 2.384 -1.680 0.109
*
```

Results
* LUMO level (spin up / spin down): -3.858 / -7.106 eV
* orbital gap (spin up / spin down): 9.6256 / 6.3727 eV
* HOMO level (spin up / spin down): -13.4837 / -13.4791 eV



Entry b
Molecular formula: C4H12N2O
Method: DFT, wB97M-V/def2-TZVPD

```
! RIJCOSX wB97M-V def2-TZVPD def2/J DEFGRID3
* xyz 1 2
C -1.881 1.308 0.505
O -2.922 -1.289 -0.255
C -0.568 1.297 0.690
C 0.225 0.007 0.564
C 0.001 -0.828 -0.696
N 1.054 -0.611 -1.621
N 2.896 0.294 0.540
H -2.553 2.045 0.923
H -2.349 0.363 0.198
H -0.054 2.223 0.915
H 1.325 0.352 0.390
H 0.054 -0.537 1.490
H -0.117 -1.904 -0.494
H -0.940 -0.532 -1.199
H 1.121 -1.370 -2.302
H 1.983 -0.380 -1.225
H -3.875 -1.502 -0.290
H 2.893 0.181 1.554
H 3.707 0.883 0.313
*
```

Results
* LUMO level (spin up / spin down): -5.543 / -8.050 eV
* orbital gap (spin up / spin down): 7.6934 / 5.1424 eV
* HOMO level (spin up / spin down): -13.2361 / -13.1921 eV



Entry c
Molecular formula: C4H12N2O
Method: DFT, wB97M-V/def2-TZVPD

```
! RIJCOSX wB97M-V def2-TZVPD def2/J DEFGRID3
* xyz 1 2
C 1.697 0.490 -0.010
C 0.961 -0.011 -1.263
C -0.561 0.157 -1.113
C -1.774 -1.968 -0.873
N -1.194 -0.955 -0.490
N 1.485 1.858 0.455
H 2.734 0.451 -0.223
H 1.481 -0.158 0.809
H 1.283 0.546 -2.147
H 1.187 -1.061 -1.430
H -1.065 0.288 -2.075
H -0.761 1.108 -0.630
H -2.174 -2.670 -0.149
H -1.971 -2.364 -1.878
H 0.548 1.963 0.828
H 1.457 2.492 -0.344
H 0.174 0.187 2.663
H -1.062 -0.703 2.382
O -0.784 0.187 2.613
*
```

Results
* LUMO level (spin up / spin down): -5.161 / -8.581 eV
* orbital gap (spin up / spin down): 8.1866 / 4.7564 eV
* HOMO level (spin up / spin down): -13.3477 / -13.3376 eV



Top of the stability list: entry a, leading by 44.9 kcal/mol.



Entry a
Molecular formula: C6H13N2O
Method: DFT, wB97M-V/def2-TZVPD

```
! RIJCOSX wB97M-V def2-TZVPD def2/J DEFGRID3
* xyz 1 1
C 3.075 -0.565 0.135
C 1.843 0.256 0.455
N 1.639 1.411 -0.344
C 0.798 0.233 -0.556
C -0.686 0.708 -0.021
O -0.592 1.878 0.422
N -1.711 -0.073 -0.071
C -2.936 0.342 0.460
C -1.779 -1.483 -0.332
H 3.110 -0.982 -0.814
H 3.139 -1.419 0.825
H 3.852 -0.093 0.587
H 1.601 0.368 1.423
H 2.183 1.633 -1.135
H 0.937 2.196 0.102
H 0.838 -0.389 -1.500
H -3.609 0.318 -0.384
H -3.189 -0.263 1.242
H -2.956 1.350 0.722
H -2.593 -1.930 0.209
H -2.036 -1.622 -1.391
H -0.927 -1.875 -0.033
*
```

Results
* LUMO level: -2.629 eV
* SMILES: C[C@H]1[NH2+][C@@H]1C(=O)N(C)C
* orbital gap: 11.3457 eV
* HOMO level: -13.9742 eV



Entry b
Molecular formula: C6H13N2O
Method: DFT, wB97M-V/def2-TZVPD

```
! RIJCOSX wB97M-V def2-TZVPD def2/J DEFGRID3
* xyz 1 1
C -3.159 0.269 -0.134
C 1.323 -0.534 0.994
C -4.402 0.713 -0.606
C 1.283 -1.995 1.205
C 1.801 -0.263 -1.391
C 1.956 1.657 0.243
N -2.052 0.206 0.194
N 1.738 0.236 0.039
O -0.994 -0.144 0.692
H 1.251 0.225 1.872
H -4.981 1.254 0.164
H -5.019 -0.174 -0.732
H -4.301 1.246 -1.568
H 0.904 -2.585 0.287
H 0.464 -2.284 1.900
H 2.249 -2.406 1.315
H 2.727 -0.864 -1.622
H 1.064 -1.086 -1.410
H 1.725 0.521 -2.187
H 2.037 1.878 1.314
H 2.950 1.967 -0.139
H 1.436 2.162 -0.430
*
```

Results
* LUMO level: -3.316 eV
* orbital gap: 9.6909 eV
* HOMO level: -13.0064 eV



Top of the stability list: entry a, leading by 46.9 kcal/mol.



Entry a
Molecular formula: C11H15N
Method: DFT, wB97M-V/def2-TZVPD

```
! RIJCOSX wB97M-V def2-TZVPD def2/J DEFGRID3
* xyz 0 1
C 3.182 -1.001 0.079
C 1.701 -1.360 -0.021
C 1.046 -2.304 -0.729
N -0.340 -2.280 -0.422
C -0.483 -1.323 0.607
C -1.735 -0.884 1.095
C -1.715 0.324 1.730
C -0.526 0.975 2.136
C 0.699 0.436 1.706
C 0.725 -0.717 0.884
H 3.788 -1.392 -0.650
H 3.502 -1.160 1.125
H 3.205 0.047 0.213
H 1.613 -2.989 -1.347
H -1.054 -2.859 -0.636
H -2.747 -1.481 0.890
H -2.605 0.953 1.800
H -0.401 1.736 2.835
H 1.603 0.966 1.962
C -1.485 2.517 -1.592
C -0.942 1.063 -1.739
H -0.751 3.049 -1.085
H -1.626 2.870 -2.657
H -2.487 2.562 -1.010
H -0.283 0.909 -0.878
H -0.132 0.952 -2.470
H -1.752 0.390 -1.824
*
```

Results
* LUMO level: 0.950 eV
* SMILES: Cc1c[nH]c2ccccc12.CC
* orbital gap: 8.9052 eV
* HOMO level: -7.9555 eV



Entry b
Molecular formula: C11H15N
Method: DFT, wB97M-V/def2-TZVPD

```
! RIJCOSX wB97M-V def2-TZVPD def2/J DEFGRID3
* xyz 0 1
C -0.970 -2.792 0.200
C -0.683 -1.388 -0.132
C -1.635 -0.528 0.357
N -1.429 0.795 -0.187
C -0.267 0.838 -1.025
C 0.345 1.748 -1.788
C 1.555 1.307 -2.386
C 2.116 -0.006 -2.264
C 1.390 -1.030 -1.711
C 0.236 -0.608 -0.961
H -1.283 -3.272 -0.724
H -1.570 -2.935 1.011
H -0.107 -3.244 0.608
H -2.425 -0.780 1.091
H -2.196 1.380 -0.298
H -0.310 2.606 -2.052
H 2.024 2.039 -3.077
H 2.872 -0.104 -3.008
H 1.582 -2.034 -1.882
C -0.775 0.549 3.757
C 0.645 1.203 3.738
H -1.570 1.259 4.090
H -0.903 -0.019 2.829
H -0.781 -0.192 4.575
H 1.112 0.782 3.015
H 1.172 0.995 4.750
H 0.647 2.202 3.675
*
```

Results
* LUMO level: 0.959 eV
* SMILES: Cc1c[nH]c2ccccc12.CC
* orbital gap: 8.6975 eV
* HOMO level: -7.7383 eV



Top of the stability list: entry a, leading by 20.7 kcal/mol.